Model a:
This record from the OMol25 dataset describes a 2-piece molecular cluster, C6H11NO2 overall. The level of theory is ωB97M-V/def2-TZVPD.

Each line ends with the natural charge from an NBO analysis.
Atoms and positions in Å:
1 C -1.390 0.790 0.388  -0.099
2 C 0.227 -0.656 -1.522  -0.473
3 C -0.068 -1.305 1.679  -0.657
4 C 1.103 -0.237 -0.340  0.074
5 C 0.270 0.760 -1.119  0.327
6 C 0.462 -0.108 0.952  -0.071
7 O 2.502 -0.198 -0.417  -0.694
8 O -2.315 -0.233 0.193  -0.720
9 N 0.480 1.944 -1.571  -0.714
10 H 2.776 0.498 -1.034  0.475
11 H -2.764 -0.091 -0.650  0.480
12 H 1.313 2.380 -1.168  0.328
13 H -1.448 1.107 1.427  0.170
14 H -1.591 1.671 -0.218  0.206
15 H -0.670 -1.243 -1.356  0.227
16 H 0.746 -0.872 -2.448  0.250
17 H 0.937 0.648 1.575  0.215
18 H 0.781 -1.862 2.096  0.229
19 H -0.722 -1.019 2.506  0.218
20 H -0.628 -1.973 1.026  0.229

## Properties
HOMO-LUMO gap   8.8 eV
E_HOMO   -0.3008 Eh

Model b:
This record from the OMol25 dataset describes one molecule with the formula C6H11NO2. The level of theory is ωB97M-V/def2-TZVPD.

Each line ends with the natural charge from an NBO analysis.
Atoms and positions in Å:
1 C 0.561 -0.139 -0.034  0.100
2 C -1.115 -0.348 -0.003  0.122
3 C 1.044 -0.146 1.421  -0.660
4 C 1.182 -1.325 -0.785  -0.622
5 C -1.967 0.911 0.050  -0.644
6 O -1.587 -1.194 -1.027  -0.710
7 N 0.563 1.069 -0.995  -0.529
8 C 1.293 1.768 -0.356  0.830
9 O 1.909 2.688 0.068  -0.511
10 H -1.594 -0.683 -1.854  0.466
11 H -1.265 -0.910 0.923  0.163
12 H 2.275 -1.258 -0.757  0.208
13 H 2.137 -0.079 1.473  0.223
14 H 0.615 0.680 1.997  0.224
15 H 0.775 -1.082 1.925  0.241
16 H 0.904 -1.333 -1.844  0.226
17 H 0.873 -2.285 -0.359  0.224
18 H -2.025 1.394 -0.930  0.213
19 H -2.996 0.642 0.314  0.224
20 H -1.582 1.632 0.775  0.213

## Properties
HOMO-LUMO gap   10.5 eV
E_HOMO   -0.3586 Eh
SMILES   C[C@@H](O)C(C)(C)N=C=O

Model c:
This record from the OMol25 dataset describes one molecule with the formula C6H11NO2. The level of theory is ωB97M-V/def2-TZVPD.

Each line ends with the natural charge from an NBO analysis.
Atoms and positions in Å:
1 C -0.754 -0.544 -0.933  0.066
2 C -0.015 -1.780 -0.646  0.074
3 C -1.004 0.622 0.015  -0.188
4 C 0.706 -2.087 0.641  -0.643
5 C 1.348 1.508 0.402  -0.750
6 C 0.133 0.885 1.007  0.611
7 N -1.198 1.827 -0.784  -0.829
8 O 0.493 -0.793 -1.499  -0.487
9 O 0.006 0.621 2.176  -0.541
10 H -1.576 -0.636 -1.648  0.173
11 H -0.367 -2.668 -1.174  0.177
12 H -1.898 0.345 0.610  0.196
13 H -1.571 2.572 -0.206  0.364
14 H -1.856 1.656 -1.539  0.365
15 H -0.011 -2.302 1.432  0.228
16 H 1.330 -1.253 0.950  0.225
17 H 1.341 -2.962 0.494  0.219
18 H 1.690 0.886 -0.425  0.260
19 H 1.072 2.471 -0.023  0.253
20 H 2.130 1.631 1.148  0.228

## Properties
HOMO-LUMO gap   10.4 eV
E_HOMO   -0.3493 Eh
SMILES   CC(=O)[C@@H](N)[C@H]1O[C@H]1C

Model d:
This record from the OMol25 dataset describes C6H11NO2 as an isolated structure. The level of theory is ωB97M-V/def2-TZVPD.

Each line ends with the natural charge from an NBO analysis.
Atoms and positions in Å:
1 C -0.708 1.364 1.700  -0.705
2 C -0.737 -1.746 -0.770  -0.607
3 C -0.182 0.559 -1.695  -0.631
4 C 1.090 -0.376 0.280  0.648
5 C -0.797 -0.100 1.362  0.737
6 C -0.083 -0.399 -0.530  -0.257
7 N 2.258 0.195 -0.070  -0.786
8 O 0.879 -0.640 1.529  -0.592
9 O -1.663 -0.846 1.702  -0.598
10 H 2.501 0.319 -1.038  0.404
11 H 2.961 0.348 0.634  0.411
12 H -0.564 1.453 2.780  0.235
13 H 0.110 1.873 1.197  0.215
14 H -1.656 1.830 1.431  0.237
15 H -0.404 -2.163 -1.727  0.196
16 H -0.508 -2.456 0.022  0.234
17 H -1.233 0.696 -1.961  0.227
18 H 0.228 1.543 -1.458  0.209
19 H -1.824 -1.642 -0.795  0.223
20 H 0.330 0.185 -2.593  0.199

## Properties
HOMO-LUMO gap   8.5 eV
E_HOMO   -0.2895 Eh

Stability, highest: model b

Model a:
This record from the OMol25 dataset describes a 2-piece molecular cluster, C6H11NO2 overall. The level of theory is ωB97M-V/def2-TZVPD.

Each line ends with the natural charge from an NBO analysis.
Atoms and positions in Å:
1 C -1.596 -1.794 -0.232  -0.259
2 C 1.767 -1.628 0.045  -0.450
3 C -1.246 1.910 -0.281  -0.650
4 N 0.972 -0.471 0.369  -0.217
5 C -0.557 1.914 0.954  0.439
6 C 1.484 0.704 0.085  -0.073
7 C 0.765 1.895 0.285  -0.053
8 O -0.832 -0.772 -0.835  -0.726
9 O -0.658 2.251 2.125  -0.556
10 H 2.478 0.780 -0.371  0.161
11 H 1.309 2.831 0.208  0.224
12 H -1.268 -2.758 -0.625  0.176
13 H -1.482 -1.787 0.856  0.174
14 H -2.655 -1.670 -0.488  0.175
15 H 2.447 -1.485 -0.803  0.185
16 H 2.348 -1.875 0.936  0.225
17 H 1.107 -2.471 -0.140  0.219
18 H -2.155 2.503 -0.284  0.237
19 H -1.021 1.743 -1.327  0.280
20 H -1.207 0.181 -0.477  0.489

## Properties
HOMO-LUMO gap (alpha / beta)   6.7 / 7.3 eV
E_HOMO (alpha / beta)   -0.3094 / -0.3192 Eh

Model b:
This record from the OMol25 dataset describes one molecule with the formula C6H11NO2. The level of theory is ωB97M-V/def2-TZVPD.

Each line ends with the natural charge from an NBO analysis.
Atoms and positions in Å:
1 C -0.613 0.534 -0.303  0.447
2 C -0.280 1.470 -1.418  -0.684
3 C -2.001 0.532 0.253  -0.668
4 C 1.074 -1.168 -0.201  0.721
5 C 0.474 0.154 0.555  -0.171
6 N 1.242 -2.248 0.680  -0.870
7 C 0.978 0.664 1.664  -0.393
8 O -0.463 -1.253 -1.032  -0.780
9 O 1.927 -0.940 -1.076  -0.738
10 H -0.065 -1.512 -1.878  0.499
11 H 2.203 -2.525 0.815  0.396
12 H 0.681 -2.254 1.518  0.376
13 H -0.158 2.473 -0.996  0.240
14 H -1.077 1.495 -2.161  0.223
15 H 0.673 1.162 -1.855  0.272
16 H -2.738 0.529 -0.549  0.233
17 H -2.160 -0.324 0.904  0.244
18 H -2.131 1.443 0.848  0.242
19 H 0.689 1.643 2.026  0.196
20 H 1.744 0.123 2.207  0.214

## Properties
HOMO-LUMO gap   9.1 eV
E_HOMO   -0.3191 Eh

Stability, highest: model b

Model a:
This record from the OMol25 dataset describes a 7-piece molecular cluster, C30H79N5O12 overall. The level of theory is ωB97M-V/def2-TZVPD.

Each line ends with the Mulliken charge.
Atoms and positions in Å:
1 O -2.735 0.986 -0.986  -0.486
2 H -3.331 1.641 -0.622  0.214
3 H -3.237 0.568 -1.686  0.318
4 O -1.430 -1.129 -0.237  -0.375
5 H -1.248 -1.071 0.701  0.436
6 H -1.858 -0.300 -0.450  0.267
7 C 4.627 -3.862 3.434  -0.492
8 O 3.614 -3.706 4.396  -0.463
9 C 2.352 -3.910 3.775  -0.319
10 C 1.214 -3.605 4.776  -0.800
11 N 1.225 -2.135 5.038  -0.489
12 C 0.751 -1.252 3.979  -0.497
13 C -0.627 -1.560 3.335  0.039
14 O -1.053 -0.429 2.513  -0.035
15 C -1.689 0.575 3.377  -1.070
16 H 4.470 -3.082 2.689  0.028
17 H 4.666 -4.774 2.838  0.316
18 H 5.583 -3.711 3.935  0.310
19 H 2.219 -4.963 3.528  0.525
20 H 2.268 -3.175 2.974  0.288
21 H 1.453 -4.115 5.709  0.389
22 H 0.259 -3.967 4.395  0.283
23 H 2.172 -1.882 5.282  0.328
24 H 1.531 -1.153 3.224  0.273
25 H 0.734 -0.300 4.508  0.322
26 H -1.311 -1.939 4.094  0.375
27 H -0.470 -2.351 2.602  -0.450
28 H -2.630 0.201 3.781  0.296
29 H -1.974 1.392 2.715  0.344
30 H -0.986 0.850 4.163  0.319
31 C -0.125 -6.145 1.975  -1.002
32 O 0.255 -4.807 1.601  -0.135
33 C -0.394 -4.238 0.458  -0.901
34 C -1.944 -4.147 0.631  -0.301
35 N -2.644 -3.661 -0.532  -0.371
36 C -4.107 -3.556 -0.230  -0.772
37 C -4.898 -3.071 -1.472  0.263
38 O -5.211 -4.209 -2.368  -0.388
39 C -5.674 -3.819 -3.643  -0.665
40 H 0.215 -6.932 1.302  0.356
41 H -1.194 -6.355 1.969  0.360
42 H 0.239 -6.369 2.978  0.326
43 H -0.261 -4.918 -0.383  0.578
44 H 0.199 -3.363 0.191  0.134
45 H -2.207 -3.480 1.452  0.266
46 H -2.361 -5.118 0.897  0.458
47 H -2.243 -2.767 -0.780  0.353
48 H -4.370 -2.814 0.523  0.317
49 H -4.521 -4.497 0.131  0.367
50 H -4.352 -2.275 -1.979  -0.361
51 H -5.888 -2.678 -1.243  0.406
52 H -6.002 -4.633 -4.289  0.344
53 H -4.957 -3.257 -4.241  0.182
54 H -6.588 -3.229 -3.568  0.288
55 C 5.376 -1.850 -1.147  -0.634
56 O 5.189 -0.436 -1.219  -0.088
57 C 5.829 0.150 -2.362  -0.854
58 C 5.299 1.568 -2.533  -0.523
59 N 3.929 1.605 -3.079  -0.367
60 C 3.374 2.944 -3.073  -0.535
61 C 1.914 2.869 -3.466  -0.851
62 O 1.283 2.011 -2.529  -0.140
63 C -0.133 1.873 -2.556  -0.662
64 H 5.063 -2.122 -0.139  -0.035
65 H 6.392 -2.210 -1.306  0.348
66 H 4.765 -2.278 -1.942  0.328
67 H 5.545 -0.312 -3.308  0.391
68 H 6.916 0.175 -2.280  0.460
69 H 5.944 2.167 -3.175  0.491
70 H 5.421 2.057 -1.567  0.236
71 H 3.312 1.053 -2.501  0.247
72 H 3.867 3.503 -3.869  0.447
73 H 3.417 3.479 -2.125  0.208
74 H 1.737 2.619 -4.512  0.403
75 H 1.416 3.838 -3.413  0.432
76 H -0.536 2.837 -2.247  0.292
77 H -0.264 1.010 -1.903  0.036
78 H -0.403 1.548 -3.560  0.393
79 C 5.994 6.188 3.580  -0.789
80 O 5.512 4.820 3.323  -0.311
81 C 6.553 4.030 2.767  -0.533
82 C 6.042 2.580 2.836  -0.744
83 N 4.873 2.421 2.037  0.055
84 C 4.383 1.087 1.684  -0.861
85 C 3.005 1.318 0.919  -0.416
86 O 1.967 1.898 1.741  -0.542
87 C 0.673 1.839 1.223  -0.390
88 H 6.368 6.655 2.669  0.319
89 H 6.743 6.395 4.344  0.295
90 H 5.078 6.691 3.889  0.251
91 H 7.413 4.239 3.403  0.449
92 H 6.709 4.349 1.736  0.296
93 H 5.889 2.267 3.869  0.295
94 H 6.863 2.020 2.388  0.313
95 H 4.228 3.197 2.097  0.295
96 H 4.127 0.391 2.482  0.287
97 H 5.146 0.502 1.171  0.341
98 H 2.732 0.326 0.557  0.518
99 H 3.083 1.949 0.034  0.140
100 H 0.727 2.619 0.463  0.342
101 H -0.061 2.197 1.945  0.211
102 H 0.501 0.856 0.786  0.120
103 C -5.599 5.488 -0.798  -0.838
104 O -5.879 4.225 -1.458  -0.253
105 C -7.100 4.227 -2.192  -0.603
106 C -7.374 2.696 -2.586  -0.721
107 N -6.243 2.212 -3.338  -0.257
108 C -6.401 0.809 -3.645  -0.706
109 C -5.111 0.250 -4.242  -0.771
110 O -3.990 0.130 -3.376  -0.326
111 C -2.839 -0.271 -4.102  -0.665
112 H -6.226 5.523 0.093  0.346
113 H -5.670 6.409 -1.377  0.300
114 H -4.634 5.333 -0.315  0.260
115 H -6.979 4.717 -3.158  0.309
116 H -7.865 4.678 -1.561  0.449
117 H -8.272 2.656 -3.202  0.388
118 H -7.629 2.203 -1.648  0.370
119 H -5.355 2.223 -2.857  0.193
120 H -7.151 0.591 -4.405  0.344
121 H -6.703 0.262 -2.752  0.432
122 H -4.990 1.011 -5.013  0.409
123 H -5.293 -0.741 -4.658  0.360
124 H -2.624 0.502 -4.839  0.392
125 H -2.792 -1.298 -4.466  0.305
126 H -2.009 -0.272 -3.396  0.024

## Properties
HOMO-LUMO gap   8.2 eV
E_HOMO   -0.2880 Eh
SMILES   COCCNCCOC.COCCNCCOC.COCCNCCOC.COCCNCCOC.COCCNCCOC.O.O

Model b:
This record from the OMol25 dataset describes a 7-piece molecular cluster, C30H79N5O12 overall. The level of theory is ωB97M-V/def2-TZVPD.

Each line ends with the Mulliken charge.
Atoms and positions in Å:
1 C -22.520 27.588 0.105  -0.317
2 O -22.303 27.180 -1.225  -0.494
3 C -21.676 25.910 -1.289  2.526
4 C -21.522 25.558 -2.751  -1.654
5 N -21.012 24.217 -2.955  -0.269
6 C -19.590 24.095 -2.747  0.309
7 C -19.095 22.666 -2.903  -1.225
8 O -19.059 21.949 -1.696  -0.040
9 C -18.265 20.762 -1.804  -1.056
10 H -21.586 27.566 0.676  -0.061
11 H -23.186 26.826 0.527  0.253
12 H -22.975 28.567 0.233  0.140
13 H -22.282 25.122 -0.830  -0.199
14 H -20.701 26.037 -0.811  -1.410
15 H -20.878 26.303 -3.221  0.508
16 H -22.514 25.683 -3.190  0.309
17 H -21.540 23.509 -2.463  0.199
18 H -19.311 24.415 -1.734  -0.226
19 H -19.054 24.685 -3.492  0.338
20 H -18.082 22.742 -3.316  0.553
21 H -19.706 22.131 -3.638  0.305
22 H -18.404 20.183 -0.895  0.295
23 H -17.221 21.088 -1.846  0.346
24 H -18.408 20.125 -2.679  0.351
25 C -22.482 22.099 6.191  -1.005
26 O -22.950 22.821 5.066  0.084
27 C -24.331 22.605 4.796  -0.478
28 C -24.576 23.144 3.395  -0.578
29 N -24.095 22.278 2.319  -0.334
30 C -24.017 22.990 1.040  -0.256
31 C -23.805 22.035 -0.130  -1.254
32 O -22.428 21.723 -0.161  0.081
33 C -22.064 20.672 -1.018  -0.771
34 H -22.316 21.050 5.927  0.370
35 H -22.996 22.185 7.148  0.356
36 H -21.460 22.444 6.367  0.214
37 H -24.989 23.109 5.510  0.176
38 H -24.620 21.551 4.867  0.390
39 H -24.208 24.166 3.256  0.116
40 H -25.665 23.202 3.280  0.438
41 H -23.256 21.793 2.606  0.291
42 H -23.169 23.680 0.979  0.089
43 H -24.943 23.544 0.877  0.581
44 H -24.037 22.554 -1.072  0.405
45 H -24.475 21.171 -0.157  0.448
46 H -22.293 20.918 -2.061  0.382
47 H -22.600 19.754 -0.757  0.416
48 H -20.997 20.469 -0.944  -0.084
49 C -25.766 28.813 1.703  -0.776
50 O -24.683 29.598 2.124  -0.401
51 C -23.760 29.014 3.004  -0.119
52 C -22.569 29.977 3.238  -0.853
53 N -21.740 30.204 2.071  0.151
54 C -20.515 30.913 2.360  -1.234
55 C -19.467 30.116 3.126  -0.297
56 O -19.633 30.207 4.540  -0.359
57 C -18.494 29.743 5.226  -0.701
58 H -25.983 27.946 2.337  0.316
59 H -25.584 28.341 0.731  0.251
60 H -26.670 29.416 1.636  0.301
61 H -23.457 28.027 2.638  -0.099
62 H -24.212 28.820 3.985  0.503
63 H -21.961 29.541 4.033  0.436
64 H -22.905 30.943 3.636  0.279
65 H -22.277 30.692 1.366  0.274
66 H -20.610 31.885 2.861  0.427
67 H -20.020 31.146 1.414  0.571
68 H -18.453 30.445 2.870  0.541
69 H -19.455 29.060 2.830  0.374
70 H -18.234 28.710 4.968  0.243
71 H -18.728 29.826 6.285  0.277
72 H -17.604 30.322 4.958  0.290
73 C -15.871 25.652 0.623  -0.326
74 C -15.167 24.390 1.200  -0.678
75 O -15.950 23.849 2.229  -0.654
76 O -16.984 25.284 -0.224  -0.494
77 H -15.175 26.223 -0.001  0.515
78 H -16.214 26.330 1.409  0.116
79 H -14.230 24.717 1.651  0.474
80 H -14.999 23.725 0.348  0.248
81 H -16.782 23.460 1.881  0.442
82 H -17.209 26.071 -0.735  0.173
83 C -18.948 28.458 0.875  0.217
84 C -19.246 27.601 -0.364  1.043
85 O -18.210 27.685 -1.350  -0.710
86 O -18.645 29.818 0.597  -0.537
87 H -18.202 28.058 1.566  0.460
88 H -19.901 28.403 1.408  -0.639
89 H -20.150 28.026 -0.811  0.358
90 H -19.421 26.555 -0.122  -1.202
91 H -18.092 28.588 -1.657  0.406
92 H -17.760 29.789 0.216  0.394
93 C -20.065 22.223 2.141  -1.134
94 C -19.490 23.431 1.431  2.622
95 C -19.384 24.704 2.304  -1.490
96 O -20.592 25.479 2.226  0.813
97 C -21.403 25.200 3.371  -0.637
98 N -18.175 23.029 0.842  -0.717
99 H -20.994 22.468 2.662  -0.113
100 H -19.358 21.791 2.853  0.399
101 H -20.307 21.397 1.470  0.110
102 H -20.145 23.687 0.591  -0.873
103 H -18.586 25.332 1.901  -0.215
104 H -19.081 24.471 3.326  0.639
105 H -20.868 25.300 4.321  0.429
106 H -21.892 24.227 3.390  -0.163
107 H -22.170 25.970 3.489  0.068
108 H -17.710 23.892 0.542  0.379
109 H -18.361 22.622 -0.075  0.252
110 C -20.898 25.123 7.933  -0.870
111 C -22.209 25.792 8.362  0.269
112 C -23.409 24.910 8.012  0.171
113 O -24.613 25.600 8.371  -0.411
114 C -25.755 24.912 7.935  -0.631
115 N -21.979 25.895 9.833  -0.789
116 H -20.644 24.132 8.303  0.356
117 H -20.147 25.891 8.108  0.413
118 H -20.893 24.973 6.844  -0.159
119 H -22.348 26.795 7.969  0.386
120 H -23.440 23.935 8.509  0.181
121 H -23.436 24.705 6.936  -0.223
122 H -25.763 24.798 6.844  0.163
123 H -26.689 25.435 8.138  0.335
124 H -25.833 23.919 8.389  0.313
125 H -22.841 26.223 10.266  0.291
126 H -21.873 24.969 10.235  0.274

## Properties
HOMO-LUMO gap   8.9 eV
E_HOMO   -0.3147 Eh
SMILES   COC[C@H](C)N.COC[C@H](C)N.COCCNCCOC.COCCNCCOC.COCCNCCOC.OCCO.OCCO

Stability, highest: model b